Record 1
A molecular structure, C22H17Br2N8O4OsS2, computed with ωB97M-V with the def2-TZVPD basis set.

Output
F_max (eV Å⁻¹): 5.2
Molar mass (g/mol): 871.602
Spin multiplicity: 5
⟨S²⟩: 6.02
Charge: +3
Frontier orbital gap (alpha / beta) (eV): 4.4 / 1.8
Energy relative to the best compared isomer or geometry (same formula, charge and spin) (kcal per mole): 29.0
HOMO level (alpha / beta) (eV): -14.5 / -15.7
DFT total energy (eV): -207395.174

XYZ file:
```
56
C22H17Br2N8O4OsS2 ωB97M-V with the def2-TZVPD basis set
Os 9.63147 10.92984 11.20849
N 9.49523 14.55527 11.52191
C 8.99078 13.79273 12.50440
N 8.79080 12.44174 12.42808
C 7.96841 11.99405 13.48412
C 7.52412 12.96793 14.34452
S 8.13157 14.54022 13.86620
C 7.59171 10.58817 13.45127
C 6.63877 9.97840 14.22116
S 6.56853 8.31879 13.90281
C 7.84747 8.43403 12.73622
N 8.32327 9.73006 12.57702
N 8.51447 7.31286 12.28050
H 9.89379 14.07776 10.69208
H 9.81786 15.50329 11.83036
H 6.95204 12.86486 15.23821
H 6.06470 10.39550 15.02132
H 8.06648 6.38567 12.25304
H 9.32338 7.44322 11.67083
Br 10.57419 5.17220 7.68561
C 10.46803 6.90548 8.52956
C 11.45857 7.35829 9.45588
C 11.22668 8.48492 10.20116
N 10.17220 9.33362 10.01366
C 9.20576 8.89754 9.03288
C 9.32355 7.68168 8.42762
C 8.06391 9.73771 8.98134
C 7.05038 9.55019 8.08567
C 6.14914 10.55366 7.93457
Br 5.03283 10.71921 6.46510
C 6.02571 11.54083 8.93148
C 6.98895 11.59590 9.87656
N 8.06821 10.79165 9.83953
H 12.34340 6.72859 9.66938
H 11.92415 8.79403 11.01576
H 8.48768 7.37598 7.83526
H 6.99469 8.57716 7.58275
H 5.14140 12.20888 8.87829
H 6.96035 12.40228 10.62404
C 12.02820 10.06779 14.11314
C 12.36595 10.87966 12.94437
N 11.53123 11.40696 12.03985
C 12.35620 12.06723 11.09074
C 13.65706 11.99753 11.48812
N 13.61598 11.28540 12.71694
C 14.92034 12.33241 10.80851
O 14.81672 13.03028 9.70229
O 16.00286 12.06641 11.34037
C 11.70952 12.58530 9.88705
O 12.24014 13.35240 9.03562
O 10.36038 12.40500 9.91889
H 11.64768 9.05362 13.95724
H 11.34520 10.55382 14.78459
H 12.93252 9.91131 14.76962
H 14.46916 11.03389 13.27682
H 13.85722 13.42680 9.52458
```

Results of the natural (NBO) charge analysis, in e, for atoms 1 through 6: 1.52, -0.78, 0.30, -0.61, 0.10, -0.38

Record 2
2 unconnected molecules or ions with the total composition C3H4N4O, computed with ωB97M-V with the def2-TZVPD basis set.

Output
F_max (eV Å⁻¹): 6.2
Molar mass (g/mol): 112.092
Spin multiplicity: 1
Charge: 0
Frontier orbital gap (eV): 6.7
Energy relative to the best compared isomer or geometry (same formula, charge and spin) (kcal per mole): 158.8
HOMO level (eV): -8.8
DFT total energy (eV): -11177.085

XYZ file:
```
12
C3H4N4O ωB97M-V with the def2-TZVPD basis set
C 0.39346 -1.12598 -0.21486
C 0.56083 -0.12080 -1.03060
C -0.15111 1.14543 -0.57274
H 1.08745 -2.95719 1.22820
H 1.10645 -0.07775 -1.95359
H 0.59296 2.50552 -1.79464
H -0.32578 -1.41392 1.86653
N -0.10719 2.34498 -1.10376
N -1.02047 1.18666 0.45107
N -0.90807 0.29030 1.35333
N -0.42899 -0.91957 1.03544
O 1.24660 -2.22064 -0.07373
```

Results of the natural (NBO) charge analysis, in e, for atoms 1 through 6: 0.48, -0.39, 0.33, 0.47, 0.25, 0.33

Record 3
C20H24N2O5S in the gas phase, computed with ωB97M-V with the def2-TZVPD basis set.

Output
SMILES: CCOc1ccc(S(=O)(=O)Nc2ccccc2C(=O)NC[C@@H]2CCCO2)cc1
F_max (eV Å⁻¹): 1.3
Molar mass (g/mol): 404.488
Spin multiplicity: 1
Charge: 0
Frontier orbital gap (eV): 9.3
Energy relative to the best compared isomer or geometry (same formula, charge and spin) (kcal per mole): 30.6
HOMO level (eV): -8.8
DFT total energy (eV): -45182.758

XYZ file:
```
52
C20H24N2O5S ωB97M-V with the def2-TZVPD basis set
C -4.28415 1.29792 -2.61736
C -3.62262 1.32375 -1.24368
O -2.40916 2.05513 -1.23858
C -1.28576 1.52215 -1.77748
C -0.18263 2.38420 -1.82220
C 1.03332 1.93902 -2.29041
C 1.15164 0.63450 -2.73561
S 2.76741 -0.01892 -3.11873
O 3.66820 1.03580 -3.46099
O 2.64550 -1.14328 -3.99648
N 3.21744 -0.58054 -1.59354
C 2.43309 -1.60674 -1.07509
C 2.53605 -2.87415 -1.64475
C 1.79496 -3.92661 -1.14806
C 0.95028 -3.73466 -0.06369
C 0.81868 -2.47647 0.48920
C 1.52933 -1.39010 -0.01879
C 1.34041 -0.01302 0.50973
O 2.22262 0.83848 0.48619
N 0.09988 0.26263 0.96032
C -0.25917 1.51148 1.58248
C -0.51773 1.31545 3.08537
C 0.74718 0.96487 3.87800
C 0.21541 0.01273 4.94534
C -0.88380 -0.71198 4.17317
O -1.43525 0.23890 3.27859
C 0.07483 -0.22617 -2.70872
C -1.15102 0.21297 -2.23701
H -4.46305 2.31440 -2.95812
H -5.23388 0.77404 -2.55611
H -3.65098 0.79874 -3.34664
H -3.46384 0.30756 -0.86339
H -4.25946 1.85927 -0.53434
H -0.31033 3.39365 -1.46582
H 1.89946 2.58012 -2.31904
H 3.27763 0.20856 -0.94903
H 3.20389 -3.00136 -2.48030
H 1.88733 -4.90571 -1.59297
H 0.39452 -4.56424 0.34663
H 0.16823 -2.34506 1.34304
H -0.59776 -0.46251 1.00693
H 0.56788 2.20769 1.43377
H -1.16137 1.90300 1.10553
H -0.98460 2.22960 3.47915
H 1.22372 1.84971 4.29170
H 1.46079 0.45322 3.23075
H 0.97062 -0.66843 5.32916
H -0.21595 0.57432 5.77457
H -1.69068 -1.08557 4.80731
H -0.46107 -1.55621 3.60767
H 0.20389 -1.23588 -3.06594
H -1.97991 -0.47627 -2.22174
```

Results of the natural (NBO) charge analysis, in e, for atoms 1 through 6: -0.64, -0.06, -0.50, 0.32, -0.26, -0.16

Record 4
C2H3NOS2 in the gas phase, computed with ωB97M-V with the def2-TZVPD basis set.

Output
SMILES: O/N=C\SC=S
F_max (eV Å⁻¹): 4.7
Molar mass (g/mol): 121.186
Spin multiplicity: 1
Charge: 0
Frontier orbital gap (eV): 7.9
Energy relative to the best compared isomer or geometry (same formula, charge and spin) (kcal per mole): 90.2
HOMO level (eV): -9.1
DFT total energy (eV): -27326.866

XYZ file:
```
9
C2H3NOS2 ωB97M-V with the def2-TZVPD basis set
O 2.19877 1.28143 0.08722
N 2.36881 0.03310 -0.56275
C 1.41130 -0.83365 -0.31357
S 0.06460 -0.55333 0.75282
C -1.07836 -0.53289 -0.46681
S -2.44209 0.49786 -0.14492
H 1.46653 1.32845 0.65153
H 1.22893 -1.77673 -0.96837
H -0.82513 -0.94805 -1.48579
```

Results of the natural (NBO) charge analysis, in e, for atoms 1 through 6: -0.54, -0.04, -0.21, 0.38, -0.49, -0.01

Among the records above, which one has the highest charge?
C22H17Br2N8O4OsS2

Among the records above, which one has the highest charge?
C22H17Br2N8O4OsS2

energy relative to the best compared isomer or geometry (same formula, charge and spin) of number 4 (C2H3NOS2)?
90.2 kcal per mole